Entry 1:
9
Properties=species:S:1:pos:R:3 method="wB97M-V/def2-TZVPD" e_homo_ev=-4.66 charge=-1 e_above_lowest_kcal_mol=5.3
N -1.174 -0.720 0.565
O -1.829 1.317 0.043
O -3.337 -0.540 -0.783
Si 0.030 0.448 -0.034
S -2.658 0.010 0.372
H -1.052 -1.715 0.811
H 0.650 1.602 0.847
H 1.341 -0.559 0.286
H 0.373 0.791 -1.478

---

Entry 2:
15
Properties=species:S:1:pos:R:3 method="wB97M-V/def2-TZVPD" e_homo_ev=-12.92 charge=+1 e_above_lowest_kcal_mol=121.6
C -1.356 0.877 0.130
C 0.316 -1.185 0.817
C -0.746 -0.264 0.285
N -2.964 1.780 -1.101
N 3.299 -1.107 -0.060
S -0.812 -1.877 -0.398
H -2.733 2.760 -1.404
H -1.238 1.966 0.296
H 1.393 -1.037 0.314
H 0.439 -1.798 1.697
H -2.937 1.139 -1.898
H -3.791 1.807 -0.490
H 3.664 -1.155 -1.044
H 3.794 -1.786 0.570
H 3.527 -0.322 0.452

---

Entry 3:
10
Properties=species:S:1:pos:R:3 method="wB97M-V/def2-TZVPD" e_homo_ev="-15.47 / -14.25" charge=+1 e_above_lowest_kcal_mol=115.3
C 0.291 -1.350 -0.120
N -0.339 -2.333 -0.644
N 2.588 -1.103 0.969
F -0.109 -0.131 -0.217
F 3.681 -0.110 -1.207
F 2.281 1.300 0.098
P 3.240 0.113 0.319
H -0.078 -3.299 -0.795
H -1.238 -2.350 -1.192
H 2.987 -1.859 1.418